Entry 1:
This record from the OMol25 dataset describes a structure of composition C32H39Br2N6OPRu. The level of theory is wB97M-V/def2-TZVPD.

The geometry in ORCA input format:
```
! RIJCOSX wB97M-V def2-TZVPD def2/J DEFGRID3
* xyz 1 2
Ru 0.04 -0.19 -0.32
Br -4.12 -0.68 2.53
C -3.05 0.86 2.35
C -3.36 2.03 2.97
C -2.55 3.16 2.78
Br -3.00 4.74 3.71
C -1.42 3.15 1.92
C -0.57 4.23 1.69
C 0.52 4.05 0.80
C 0.72 2.86 0.18
N -0.10 1.78 0.38
C -1.14 1.93 1.25
C -1.91 0.76 1.49
O -1.57 -0.35 0.92
H -4.24 2.11 3.60
H -0.72 5.17 2.18
H 1.20 4.87 0.63
H 1.55 2.69 -0.50
C -0.97 -3.47 1.41
C -1.40 -3.50 -0.06
C -2.88 -3.16 -0.15
P -0.31 -2.38 -1.11
C 1.24 -3.42 -1.21
C 2.06 -3.13 0.06
C 2.15 -3.17 -2.41
C -1.26 -2.30 -2.72
C -0.44 -2.21 -4.00
C -2.14 -1.05 -2.60
H -1.77 -3.88 2.03
H -0.80 -2.44 1.75
H -0.08 -4.06 1.59
H -1.25 -4.51 -0.47
H -3.08 -2.17 0.25
H -3.45 -3.87 0.45
H -3.27 -3.21 -1.17
H 0.92 -4.47 -1.22
H 2.81 -2.38 -0.18
H 2.56 -4.03 0.41
H 1.44 -2.75 0.87
H 2.31 -2.10 -2.55
H 1.76 -3.58 -3.33
H 3.11 -3.64 -2.23
H -1.89 -3.19 -2.77
H 0.38 -1.51 -3.89
H -1.08 -1.85 -4.80
H -0.06 -3.18 -4.30
H -1.52 -0.15 -2.70
H -2.67 -1.00 -1.65
H -2.89 -1.03 -3.39
N 2.27 3.41 -9.12
C 2.14 3.01 -8.05
C 1.98 2.50 -6.74
C 2.96 1.66 -6.20
C 2.79 1.13 -4.94
C 1.63 1.43 -4.20
C 0.66 2.29 -4.75
C 0.83 2.82 -6.00
C 1.39 0.87 -2.94
C 1.11 0.35 -1.86
H 3.84 1.43 -6.78
H 3.53 0.47 -4.51
H -0.22 2.52 -4.17
H 0.09 3.47 -6.43
C 5.45 2.21 1.64
C 5.89 1.09 2.59
C 5.42 1.37 4.02
C 5.37 -0.27 2.10
N 3.95 -0.28 1.92
C 3.22 0.06 0.85
N 1.95 -0.13 1.16
N 1.92 -0.56 2.41
N 3.10 -0.66 2.87
H 5.89 3.15 1.95
H 4.37 2.34 1.66
H 5.77 2.00 0.63
H 6.98 1.03 2.58
H 4.34 1.42 4.08
H 5.83 2.31 4.36
H 5.76 0.58 4.69
H 5.61 -1.04 2.84
H 5.84 -0.54 1.15
H 3.59 0.41 -0.09
*
```

## Properties
- E_LUMO (alpha / beta) (eV) = -4.7476 / -4.9521
- HOMO-LUMO gap (alpha / beta) (eV) = 5.65 / 5.41
- energy above the lowest of the compared OMol25 structures with the same formula, charge and spin (kcal per mole) = 0.0

Atomic partial charges in e from the Löwdin method, atoms 1 to 8: 1.148 0.857 -0.581 -0.152 -0.599 0.822 -0.191 0.019

***

Entry 2:
This record from the OMol25 dataset describes an isolated molecule of C5H13NO2. The level of theory is wB97M-V/def2-TZVPD.

The geometry in ORCA input format:
```
! RIJCOSX wB97M-V def2-TZVPD def2/J DEFGRID3
* xyz 0 1
N -0.16 0.21 1.53
C 0.65 -0.04 0.36
C 2.15 0.34 0.52
O 2.59 0.48 1.85
C 0.10 0.69 -0.87
C -1.38 0.42 -1.11
C -1.76 -1.04 -1.23
O -2.26 -1.58 -0.01
H -0.11 1.15 1.91
H -0.04 -0.47 2.27
H 0.56 -1.08 0.16
H 2.76 -0.37 -0.06
H 2.37 1.28 0.02
H 2.56 -0.37 2.30
H 0.24 1.75 -0.73
H 0.71 0.50 -1.75
H -1.95 0.94 -0.33
H -1.73 1.02 -1.96
H -2.56 -1.16 -1.95
H -0.90 -1.60 -1.62
H -1.86 -1.07 0.70
*
```

## Properties
- SMILES = N[C@H](CO)CCCO
- E_LUMO (eV) = 0.6495
- HOMO-LUMO gap (eV) = 10.19
- energy above the lowest of the compared OMol25 structures with the same formula, charge and spin (kcal per mole) = 36.3

Atomic partial charges in e from the Löwdin method, atoms 1 to 8: 0.055 -0.384 -0.232 -0.061 -0.184 -0.202 -0.265 -0.080

***

Entry 3:
This record from the OMol25 dataset describes an isolated molecule of H3PS2. The level of theory is wB97M-V/def2-TZVPD.

The geometry in ORCA input format:
```
! RIJCOSX wB97M-V def2-TZVPD def2/J DEFGRID3
* xyz 0 1
S -0.20 1.56 0.87
P 0.07 -0.33 0.39
S -0.28 -0.29 -1.65
H -0.74 -1.14 1.27
H 1.48 -0.95 0.43
H -0.32 1.15 -1.31
*
```

## Properties
- SMILES = S=[PH2]S
- E_LUMO (eV) = 0.1790
- HOMO-LUMO gap (eV) = 9.15
- energy above the lowest of the compared OMol25 structures with the same formula, charge and spin (kcal per mole) = 19.8

Need the Löwdin charges? In units of e they are: 0.035 -0.081 0.265 -0.047 -0.008 -0.164

***

Entry 4:
This record from the OMol25 dataset describes a structure of composition H2N2P2. The level of theory is wB97M-V/def2-TZVPD.

The geometry in ORCA input format:
```
! RIJCOSX wB97M-V def2-TZVPD def2/J DEFGRID3
* xyz 0 1
N 3.13 -0.93 0.17
N 0.23 0.69 0.09
P 2.46 0.28 -0.20
P -0.93 -0.44 -0.01
H 0.02 1.59 -0.21
H -0.04 -1.37 0.74
*
```

## Properties
- E_LUMO (eV) = -1.6856
- HOMO-LUMO gap (eV) = 7.59
- energy above the lowest of the compared OMol25 structures with the same formula, charge and spin (kcal per mole) = 54.1

Need the Löwdin charges? In units of e they are: -0.541 -0.596 0.567 0.772 -0.084 -0.118

***

Entry 5:
This record from the OMol25 dataset describes an isolated molecule of CH4N2. The level of theory is wB97M-V/def2-TZVPD.

The geometry in ORCA input format:
```
! RIJCOSX wB97M-V def2-TZVPD def2/J DEFGRID3
* xyz 0 1
H 0.05 1.72 -0.74
N -0.89 1.29 -0.36
C -0.47 0.11 -0.11
N 0.73 -0.42 0.25
H -1.35 -0.66 -0.08
H 1.10 -0.52 1.22
H 0.83 -1.52 -0.17
*
```

## Properties
- SMILES = [H]/N=C\N
- E_LUMO (eV) = 0.8126
- HOMO-LUMO gap (eV) = 10.32
- energy above the lowest of the compared OMol25 structures with the same formula, charge and spin (kcal per mole) = 63.2

Need the Löwdin charges? In units of e they are: 0.084 0.052 -0.500 -0.018 0.114 0.095 0.173

***

Entry 6:
This record from the OMol25 dataset describes a cluster of 2 separate species, C2H3O2 in total. The level of theory is wB97M-V/def2-TZVPD.

The geometry in ORCA input format:
```
! RIJCOSX wB97M-V def2-TZVPD def2/J DEFGRID3
* xyz 1 1
C 0.10 -0.32 0.85
C -0.05 0.77 -0.66
O 0.76 0.74 0.57
O -0.64 -0.48 -0.17
H 0.10 -3.05 1.53
H -0.70 1.54 -0.48
H 0.44 0.81 -1.64
*
```

## Properties
- E_LUMO (alpha / beta) (eV) = -9.4142 / -5.7662
- HOMO-LUMO gap (alpha / beta) (eV) = 6.80 / 13.09
- energy above the lowest of the compared OMol25 structures with the same formula, charge and spin (kcal per mole) = 137.8

Need the Löwdin charges? In units of e they are: 0.026 0.070 0.174 0.151 0.250 0.138 0.191

***

Entry 7:
This record from the OMol25 dataset describes a cluster of 2 separate species, C5H8F4N2O3 in total. The level of theory is wB97M-V/def2-TZVPD.

The geometry in ORCA input format:
```
! RIJCOSX wB97M-V def2-TZVPD def2/J DEFGRID3
* xyz 0 1
C 0.97 0.69 -0.79
C -0.18 -1.05 0.61
C -0.38 -0.13 -0.63
C -2.71 0.26 0.05
C -3.42 -1.02 -0.42
N -1.55 0.68 -0.26
N -3.57 1.24 0.75
O -3.01 2.23 1.13
O -4.70 0.98 0.89
O 1.07 -1.75 0.67
F -1.32 2.10 -1.90
F -3.44 -1.90 0.63
F -2.76 -1.65 -1.42
F -4.70 -0.92 -0.79
H 0.68 1.53 -1.39
H 1.55 -0.01 -1.35
H 1.44 0.97 0.07
H -0.35 -0.44 1.55
H -1.00 -1.80 0.74
H -0.64 -0.65 -1.51
H -1.33 1.64 0.14
H 1.62 -1.05 0.62
*
```

## Properties
- E_LUMO (alpha / beta) (eV) = -2.4988 / -2.4993
- HOMO-LUMO gap (alpha / beta) (eV) = 7.60 / 7.60
- energy above the lowest of the compared OMol25 structures with the same formula, charge and spin (kcal per mole) = 57.4

Atomic partial charges in e from the Löwdin method, atoms 1 to 8: 0.008 -0.185 -0.234 -0.015 -0.499 0.149 -0.332 0.125

***

Entry 8:
This record from the OMol25 dataset describes a structure of composition C10H13CuF6N4O8S3. The level of theory is wB97M-V/def2-TZVPD.

The geometry in ORCA input format:
```
! RIJCOSX wB97M-V def2-TZVPD def2/J DEFGRID3
* xyz 0 1
Cu 0.02 -0.06 -0.12
F -2.98 -3.76 0.96
C -3.45 -2.52 0.94
F -4.01 -2.28 -0.24
F -4.35 -2.39 1.91
S -2.04 -1.35 1.20
O -1.19 -1.63 0.03
O -1.44 -1.61 2.47
N -2.82 0.01 1.07
S -2.03 1.37 1.10
O -1.18 1.56 -0.08
O -1.43 1.73 2.34
C -3.45 2.52 0.77
F -4.34 2.45 1.74
F -4.01 2.20 -0.39
F -2.97 3.76 0.70
C 6.69 6.14 -0.79
C 5.77 4.99 -0.41
S 6.75 3.69 0.35
O 7.30 4.19 1.58
O 7.63 3.13 -0.64
C 5.52 2.43 0.77
C 5.15 1.63 -0.47
N 4.04 0.71 -0.21
C 2.73 1.02 -0.29
N 1.98 -0.05 -0.04
C 2.82 -1.09 0.21
C 4.11 -0.63 0.10
N 5.31 -1.35 0.39
O 6.31 -0.69 0.66
O 5.25 -2.56 0.34
C 2.16 2.36 -0.58
H 6.12 6.94 -1.26
H 7.45 5.79 -1.49
H 7.19 6.53 0.09
H 5.29 4.55 -1.29
H 5.02 5.28 0.33
H 4.67 2.95 1.21
H 5.99 1.78 1.51
H 6.01 1.07 -0.80
H 4.85 2.29 -1.29
H 2.48 -2.08 0.45
H 2.91 3.07 -0.91
H 1.67 2.74 0.31
H 1.39 2.26 -1.35
*
```

## Properties
- E_LUMO (eV) = -1.1443
- HOMO-LUMO gap (eV) = 8.63
- energy above the lowest of the compared OMol25 structures with the same formula, charge and spin (kcal per mole) = 1.1

Atomic partial charges in e from the Löwdin method, atoms 1 to 8: 0.380 0.157 -0.683 0.151 0.159 0.629 -0.325 -0.239

***

Entry 9:
This record from the OMol25 dataset describes an isolated molecule of C2H2ClN3O. The level of theory is wB97M-V/def2-TZVPD.

The geometry in ORCA input format:
```
! RIJCOSX wB97M-V def2-TZVPD def2/J DEFGRID3
* xyz 0 1
C -0.74 -1.27 -0.75
C -0.28 0.62 -0.10
N -1.20 -0.03 -0.83
N 0.32 -1.46 -0.01
N 0.59 -0.24 0.45
O 1.24 2.36 0.98
Cl -0.13 2.26 0.30
H -1.08 -2.19 -1.20
H 1.29 -0.05 1.16
*
```

## Properties
- E_LUMO (eV) = 0.4416
- HOMO-LUMO gap (eV) = 10.18
- energy above the lowest of the compared OMol25 structures with the same formula, charge and spin (kcal per mole) = 80.1

Atomic partial charges in e from the Löwdin method, atoms 1 to 8: -0.250 -0.616 0.104 0.057 0.016 -0.651 1.073 0.109

***

Entry 10:
This record from the OMol25 dataset describes a cluster of 5 separate species, C66H56O13P2 in total. The level of theory is wB97M-V/def2-TZVPD.

The geometry in ORCA input format:
```
! RIJCOSX wB97M-V def2-TZVPD def2/J DEFGRID3
* xyz 0 1
C -8.66 4.07 -5.42
C -7.68 2.89 -5.57
C -6.56 2.90 -4.53
C -5.27 2.28 -5.06
C -4.23 1.92 -4.00
C -3.64 3.10 -3.19
C -4.52 3.45 -1.99
O -3.60 4.21 -4.09
C -2.58 5.19 -4.02
C -2.57 6.00 -2.73
O -1.97 7.24 -3.03
C -1.88 8.07 -1.89
P -1.88 2.56 -2.70
P -1.90 2.29 -0.54
O -2.93 1.43 0.07
O -0.38 1.81 -0.39
O -1.87 3.76 0.11
H -8.71 4.39 -4.37
H -8.35 4.92 -6.01
H -9.67 3.80 -5.72
H -8.24 1.95 -5.50
H -7.23 2.93 -6.57
H -6.88 2.34 -3.65
H -6.38 3.93 -4.21
H -4.83 2.93 -5.83
H -5.53 1.34 -5.56
H -4.69 1.22 -3.30
H -3.43 1.38 -4.51
H -5.36 4.04 -2.35
H -4.00 4.05 -1.25
H -4.91 2.55 -1.51
H -1.60 4.74 -4.19
H -2.77 5.88 -4.84
H -3.60 6.14 -2.38
H -2.00 5.50 -1.94
H -1.27 7.61 -1.11
H -2.87 8.28 -1.48
H -1.42 9.00 -2.21
H -1.98 1.17 -2.90
H -0.04 1.97 0.51
H -2.56 3.82 0.79
O -8.00 -4.94 -1.22
C -8.07 -3.75 -1.46
C -6.89 -2.86 -1.32
C -5.68 -3.39 -0.92
C -4.56 -2.58 -0.80
C -4.66 -1.22 -1.07
C -5.87 -0.68 -1.45
C -6.99 -1.49 -1.58
C -8.28 -0.87 -2.00
O -8.37 0.33 -2.20
C -9.46 -1.77 -2.16
C -10.67 -1.22 -2.58
C -11.77 -2.04 -2.76
C -11.67 -3.41 -2.52
C -10.46 -3.96 -2.10
C -9.36 -3.14 -1.92
H -5.61 -4.45 -0.70
H -3.62 -3.01 -0.49
H -3.79 -0.57 -0.97
H -5.97 0.38 -1.65
H -10.73 -0.16 -2.76
H -12.71 -1.62 -3.08
H -12.53 -4.05 -2.67
H -10.37 -5.02 -1.91
O 7.43 2.75 -0.88
C 6.59 2.77 -0.01
C 5.14 2.96 -0.35
C 4.77 3.08 -1.68
C 3.44 3.23 -2.02
C 2.46 3.26 -1.02
C 2.83 3.14 0.31
C 4.17 2.99 0.65
C 4.54 2.88 2.09
O 3.69 2.94 2.96
C 5.97 2.67 2.43
C 6.34 2.52 3.76
C 7.67 2.31 4.09
C 8.64 2.24 3.09
C 8.27 2.40 1.76
C 6.94 2.61 1.42
H 5.54 3.06 -2.44
H 3.15 3.33 -3.06
H 1.42 3.36 -1.29
H 2.10 3.17 1.10
H 5.58 2.58 4.52
H 7.96 2.19 5.12
H 9.67 2.06 3.35
H 9.01 2.35 0.97
O -3.05 -6.22 6.50
C -3.34 -6.03 5.34
C -3.72 -7.17 4.45
C -3.77 -8.45 4.98
C -4.14 -9.52 4.18
C -4.47 -9.31 2.85
C -4.42 -8.03 2.31
C -4.04 -6.96 3.11
C -3.98 -5.60 2.50
O -4.20 -5.42 1.32
C -3.63 -4.46 3.40
C -3.61 -3.17 2.87
C -3.31 -2.10 3.69
C -3.02 -2.30 5.03
C -3.03 -3.58 5.56
C -3.33 -4.66 4.75
H -3.51 -8.59 6.02
H -4.18 -10.51 4.60
H -4.77 -10.14 2.22
H -4.67 -7.85 1.27
H -3.85 -3.03 1.83
H -3.30 -1.09 3.27
H -2.78 -1.46 5.67
H -2.81 -3.76 6.60
O 11.38 -0.17 3.50
C 12.30 -0.67 2.90
C 13.22 -1.64 3.57
C 12.98 -1.98 4.90
C 13.81 -2.88 5.54
C 14.88 -3.46 4.86
C 15.12 -3.12 3.54
C 14.30 -2.21 2.89
C 14.59 -1.85 1.47
O 15.55 -2.31 0.89
C 13.65 -0.91 0.79
C 13.88 -0.58 -0.54
C 13.01 0.28 -1.20
C 11.92 0.82 -0.53
C 11.70 0.50 0.80
C 12.56 -0.36 1.46
H 12.15 -1.52 5.41
H 13.62 -3.15 6.57
H 15.52 -4.17 5.36
H 15.95 -3.55 2.99
H 14.73 -1.01 -1.05
H 13.19 0.53 -2.24
H 11.24 1.48 -1.05
H 10.85 0.90 1.34
*
```

## Properties
- SMILES = CCCCC[C@](C)(OCCOC)PP(=O)(O)O.O=C1c2ccccc2C(=O)c2ccccc21.O=C1c2ccccc2C(=O)c2ccccc21.O=C1c2ccccc2C(=O)c2ccccc21.O=C1c2ccccc2C(=O)c2ccccc21
- E_LUMO (eV) = -1.0665
- HOMO-LUMO gap (eV) = 8.38

Atomic partial charges in e from the Löwdin method, atoms 1 to 8: -0.113 -0.256 -0.222 -0.197 -0.191 -0.661 -0.062 -0.157

***

Entry 11:
This record from the OMol25 dataset describes a cluster of 2 separate species, C3H2BrNO2 in total. The level of theory is wB97M-V/def2-TZVPD.

The geometry in ORCA input format:
```
! RIJCOSX wB97M-V def2-TZVPD def2/J DEFGRID3
* xyz 0 1
O 0.27 -2.40 0.66
C 0.96 -1.66 0.11
N 1.86 -1.17 -0.48
Br 2.44 0.57 -0.73
C -0.98 1.00 -0.41
C -1.13 0.57 0.80
O -1.33 0.36 1.93
H -1.32 2.05 -0.42
H -0.76 0.67 -1.45
*
```

## Properties
- SMILES = O=C=NBr.C=C=O
- E_LUMO (eV) = -0.6811
- HOMO-LUMO gap (eV) = 8.83
- energy above the lowest of the compared OMol25 structures with the same formula, charge and spin (kcal per mole) = 45.3

Atomic partial charges in e from the Löwdin method, atoms 1 to 8: 0.178 -0.503 -0.352 0.709 -0.043 -0.316 0.172 0.079

***

Entry 12:
This record from the OMol25 dataset describes a structure of composition H62O43S3Zn2. The level of theory is wB97M-V/def2-TZVPD.

The geometry in ORCA input format:
```
! RIJCOSX wB97M-V def2-TZVPD def2/J DEFGRID3
* xyz -2 1
Zn -3.20 -0.39 -0.87
Zn 1.84 2.11 1.62
S -0.02 -0.06 -0.06
O 0.41 -0.07 -1.45
O 0.50 1.20 0.62
O -1.47 0.00 0.01
O 0.45 -1.23 0.66
S 3.87 4.26 3.05
O 3.29 3.15 2.34
O 5.25 4.50 2.67
O 2.99 5.41 2.92
O 3.93 3.92 4.46
S -5.05 1.54 1.08
O -4.24 0.95 0.04
O -4.51 2.87 1.27
O -6.44 1.67 0.68
O -4.92 0.75 2.30
O 0.04 -4.69 3.62
H 0.55 -5.33 4.12
H 0.65 -3.99 3.41
O 3.35 -2.29 -5.02
H 2.74 -2.16 -5.75
H 2.94 -1.84 -4.28
O -0.46 3.58 -2.35
H -1.41 3.44 -2.31
H -0.26 4.15 -1.61
O -2.05 -4.59 1.91
H -1.63 -4.34 1.09
H -1.32 -4.76 2.51
O -0.16 6.35 1.02
H 0.43 6.10 0.31
H 0.41 6.70 1.70
O -1.55 -1.66 2.61
H -1.02 -1.14 3.21
H -1.14 -1.52 1.75
O 1.28 -2.08 -2.81
H 1.25 -1.19 -2.46
H 0.49 -2.16 -3.35
O 2.33 -4.93 1.92
H 1.77 -5.29 1.23
H 3.02 -5.59 2.04
O -1.90 2.83 0.31
H -2.81 2.74 0.59
H -1.53 1.95 0.42
O 2.56 2.52 -0.18
H 3.17 2.16 -0.83
H 2.04 3.16 -0.67
O 1.15 -1.54 5.27
H 1.08 -1.87 4.37
H 0.24 -1.44 5.55
O -2.68 0.65 -2.53
H -1.78 0.96 -2.65
H -3.08 0.73 -3.40
O -0.25 1.14 -3.67
H -0.22 2.07 -3.44
H 0.14 0.69 -2.91
O 5.06 0.51 0.01
H 5.49 -0.23 0.44
H 5.58 0.66 -0.78
O -4.91 -1.05 -1.73
H -5.67 -0.90 -1.17
H -5.26 -1.49 -2.51
O -0.05 1.00 -6.30
H -0.10 1.15 -5.35
H -0.47 0.15 -6.43
O 3.53 -2.13 -0.64
H 3.33 -1.98 0.29
H 2.81 -2.68 -0.95
O -4.05 -1.50 3.68
H -4.16 -2.09 4.43
H -3.15 -1.65 3.39
O -3.65 -1.74 0.67
H -4.41 -2.31 0.77
H -3.27 -1.68 1.55
O -1.45 2.87 4.64
H -1.66 3.78 4.87
H -2.30 2.46 4.48
O 0.86 1.57 3.38
H 0.19 2.08 3.83
H 1.19 0.96 4.04
O 0.82 3.73 1.48
H 0.90 4.48 2.07
H -0.11 3.68 1.27
O 2.52 -2.13 2.42
H 2.46 -3.08 2.49
H 1.92 -1.90 1.70
O -4.98 3.41 -1.60
H -4.72 3.14 -0.72
H -5.86 3.04 -1.72
O 3.14 0.42 -2.43
H 2.30 0.49 -1.98
H 3.56 -0.35 -2.05
O -0.89 -1.44 -4.83
H -1.69 -1.85 -4.50
H -0.92 -0.55 -4.48
O -2.40 -2.09 -1.80
H -1.66 -2.54 -1.40
H -2.86 -2.76 -2.30
O 1.94 -4.56 -1.81
H 1.78 -3.78 -2.35
H 2.65 -5.02 -2.24
O 3.35 1.64 -4.92
H 3.26 1.15 -4.10
H 3.01 2.51 -4.71
O 3.11 0.49 1.67
H 2.87 -0.36 2.03
H 3.93 0.33 1.20
O -0.37 -3.46 -0.40
H 0.43 -3.91 -0.64
H -0.09 -2.60 -0.08
*
```

## Properties
- E_LUMO (eV) = 2.1869
- HOMO-LUMO gap (eV) = 3.66

Atomic partial charges in e from the Löwdin method, atoms 1 to 8: 0.578 0.520 0.421 -0.328 -0.325 -0.302 -0.319 0.126